Entry 1:
Entry from the Open Molecules 2025 dataset: the molecule C8H8N2O5 at a distorted geometry (ωB97M-V with the def2-TZVPD basis set).

The value obtained for the gap between HOMO and LUMO is 9.4 eV. For the energy relative to the best compared isomer or geometry (same formula, charge and spin), the calculation gives 0.0 kJ/mol. The value obtained for the HOMO energy is -0.3822 hartree. The SMILES is CC(=O)N(C(C)=O)C1=C(N)C(=O)OC1=O. The value obtained for the calculated total energy is -795.3509 Eh. The calculation puts the LUMO energy at -0.036 Ha.

Element x y z (Å)
1 C -0.235 -3.002 -0.292
2 C 0.113 -1.729 -1.001
3 O -0.006 -1.616 -2.185
4 N 0.578 -0.596 -0.155
5 C 1.629 0.094 -0.875
6 C 1.675 1.600 -0.892
7 O 2.477 -0.551 -1.443
8 C -0.527 0.218 0.188
9 C -0.599 1.003 1.254
10 N 0.309 1.210 2.308
11 C -1.908 1.723 1.220
12 O -2.536 2.245 2.083
13 O -2.373 1.584 -0.093
14 C -1.844 0.376 -0.530
15 O -2.448 -0.361 -1.241
16 H -0.231 -2.877 0.781
17 H 0.442 -3.778 -0.610
18 H -1.249 -3.233 -0.579
19 H 1.622 2.046 0.092
20 H 0.837 1.979 -1.462
21 H 2.613 1.877 -1.332
22 H 0.434 0.334 2.803
23 H 1.226 1.454 1.962

Löwdin population analysis, charges in e, atoms 1 to 6:
1 C 0.030
2 C -0.424
3 O 0.155
4 N 0.109
5 C -0.419
6 C 0.035

Entry 2:
Entry from the Open Molecules 2025 dataset: a structure of composition C14H26B3Br2F7O14P2S at a distorted geometry (ωB97M-V with the def2-TZVPD basis set).

The value obtained for the gap between HOMO and LUMO is 9.8 eV. The value obtained for the HOMO energy is -0.3716 hartree. The value obtained for the calculated total energy is -8605.3709 Eh. The calculation puts the LUMO energy at -0.012 Ha.

Element x y z (Å)
1 O -3.429 -5.451 -1.097
2 C -2.422 -5.033 -0.631
3 Br -2.157 -5.053 1.312
4 C -1.256 -4.470 -1.407
5 B -1.620 -3.179 -2.228
6 O -0.699 -2.148 -2.324
7 B -1.357 -0.977 -1.914
8 C -0.894 -0.228 -0.636
9 C -1.500 1.181 -0.433
10 C -1.599 1.489 1.062
11 Br -2.913 2.863 1.418
12 O -2.476 -0.610 -2.677
13 B -3.276 -1.689 -2.878
14 S -5.121 -1.327 -3.229
15 O -5.473 0.053 -3.054
16 O -5.331 -1.830 -4.568
17 C -6.189 -2.426 -2.152
18 F -5.646 -3.648 -2.160
19 F -7.364 -2.509 -2.767
20 C -6.433 -1.934 -0.700
21 F -7.591 -2.469 -0.278
22 F -6.554 -0.615 -0.620
23 C -5.355 -2.394 0.313
24 F -5.279 -3.702 0.428
25 F -4.159 -1.865 -0.024
26 F -5.680 -1.904 1.507
27 O -2.844 -2.981 -2.875
28 H -0.457 -4.204 -0.715
29 H -0.882 -5.282 -2.040
30 H 0.199 -0.190 -0.582
31 H -1.200 -0.871 0.205
32 H -0.909 1.936 -0.948
33 H -2.525 1.145 -0.809
34 H -1.844 0.609 1.653
35 H -0.637 1.862 1.416
36 C 5.981 -4.602 0.869
37 O 4.790 -4.054 0.276
38 P 4.737 -2.490 -0.062
39 O 4.220 -1.746 1.093
40 O 3.707 -2.612 -1.280
41 C 2.350 -2.927 -0.979
42 O 5.781 -1.646 -0.892
43 C 6.834 -0.975 -0.166
44 H 5.815 -5.666 1.007
45 H 6.842 -4.463 0.214
46 H 6.171 -4.139 1.838
47 H 2.075 -2.597 0.024
48 H 2.194 -4.005 -1.066
49 H 1.723 -2.419 -1.707
50 H 7.227 -1.588 0.643
51 H 6.448 -0.042 0.237
52 H 7.629 -0.767 -0.876
53 C 2.728 8.192 1.970
54 O 2.863 6.764 1.872
55 P 1.600 5.839 2.205
56 O 1.588 5.491 3.631
57 O 2.017 4.618 1.258
58 C 3.121 3.802 1.652
59 O 0.146 5.948 1.599
60 C -0.817 6.734 2.335
61 H 3.684 8.629 1.698
62 H 1.965 8.560 1.282
63 H 2.477 8.482 2.992
64 H 3.245 3.802 2.735
65 H 4.036 4.158 1.177
66 H 2.916 2.789 1.315
67 H -0.375 7.642 2.744
68 H -1.231 6.133 3.141
69 H -1.612 7.007 1.647

Löwdin population analysis, charges in e, atoms 1 to 6:
1 O 0.070
2 C -0.792
3 Br 0.718
4 C -0.031
5 B -0.494
6 O 0.296

Look up the calculated total energy of the first one.
-795.3509 Eh